Record 1
85
Properties=species:S:1:pos:R:3:forces:R:3:lowdin_spin:R:1 method="wB97M-V/def2-TZVPD" multiplicity=5 total_charge=-1 total_energy_ha=-4950.30631 homo_lumo_gap_ev="3.839 / 8.648"
Ti 2.346 1.500 -3.719 0.1 -0.2 0.8 2.7784
N 0.249 1.043 -2.830 5.0 5.9 -3.7 0.1449
S -0.599 0.120 -2.054 -7.1 -3.8 5.6 0.1864
O -2.071 0.083 -2.183 0.7 0.1 -0.5 0.1167
O -0.116 -0.425 -0.792 0.7 0.3 0.4 0.0525
F -0.298 -1.120 -2.949 1.0 -1.9 -1.8 0.0154
S -0.369 2.424 -2.086 -2.6 -2.1 4.1 0.1975
O -0.199 2.514 -0.607 0.9 0.9 -2.2 0.1107
O -1.591 2.951 -2.648 1.2 0.4 -0.6 0.0601
F 0.805 3.398 -2.604 0.6 0.4 -0.7 0.0594
C -3.482 -0.760 -4.988 1.0 0.6 0.1 0.0017
O -4.389 -0.796 -3.913 -0.4 -0.3 -0.4 0.0024
H -3.447 -1.658 -5.606 -0.6 -0.2 0.2 0.0001
H -3.644 0.116 -5.615 -0.3 0.0 -0.4 0.0001
H -2.471 -0.628 -4.604 0.2 -0.1 0.1 0.0012
H -3.958 -0.292 -3.219 0.2 0.0 0.4 0.0014
C 2.864 5.532 -1.664 0.1 0.6 -1.3 0.0029
O 3.210 4.182 -1.520 0.2 -0.5 0.9 0.0170
H 1.796 5.743 -1.608 -0.2 -0.4 0.1 0.0005
H 3.350 6.266 -1.020 0.4 -0.4 0.3 0.0002
H 3.212 5.713 -2.681 -0.3 0.8 -0.1 0.0018
H 3.632 4.035 -0.670 -0.1 -0.1 0.1 0.0005
C -0.547 2.227 -5.784 -0.2 -0.4 -0.9 0.0135
O 0.216 1.046 -5.523 0.8 0.8 -0.8 0.0694
H -0.187 3.173 -5.377 0.2 -0.2 0.6 0.0055
H -0.490 2.367 -6.863 -0.2 -0.1 -0.1 0.0011
H -1.585 2.053 -5.502 0.0 0.2 0.1 0.0004
H 0.266 0.926 -4.572 -0.8 -0.3 0.7 0.0221
C -2.090 -1.260 2.264 0.4 0.1 0.3 0.0001
O -2.471 -0.428 1.259 -0.8 1.5 -2.3 0.0004
H -2.363 -2.289 2.033 -0.3 -0.3 0.6 0.0000
H -1.006 -1.232 2.372 0.2 0.0 0.6 0.0001
H -2.640 -0.748 3.054 0.4 -1.2 1.2 0.0000
H -1.806 -0.348 0.571 0.3 -0.1 -0.5 0.0001
C -1.177 -3.610 -0.612 2.0 3.0 0.2 0.0013
O -1.217 -4.946 -0.265 -3.3 -3.0 1.2 0.0003
P -2.765 -5.485 -0.200 0.3 0.3 0.4 0.0000
O -3.548 -5.418 -1.422 -0.1 -0.3 -0.5 0.0001
O -3.464 -4.510 0.922 2.4 -1.6 -0.5 0.0000
C -4.857 -4.493 1.053 -0.9 0.7 0.3 0.0000
O -2.664 -7.033 0.329 1.6 1.9 0.2 0.0000
C -1.610 -7.359 1.274 -0.5 -1.0 1.3 0.0000
H -0.615 -3.094 0.166 0.5 0.0 0.0 0.0008
H -2.067 -2.983 -0.568 -0.6 -0.7 -0.8 0.0008
H -0.571 -3.535 -1.516 -0.6 0.4 -0.2 0.0003
H -5.367 -4.615 0.097 0.1 -0.1 0.0 0.0000
H -5.071 -3.502 1.455 -0.2 0.0 -0.1 0.0000
H -5.211 -5.209 1.794 0.1 -0.3 -0.1 0.0000
H -0.894 -6.615 1.624 -0.4 0.7 -0.8 0.0000
H -1.013 -8.230 1.004 -0.2 0.1 -0.9 0.0000
H -2.118 -7.694 2.178 -0.2 0.1 0.1 0.0000
C -1.097 3.392 2.362 0.4 0.4 -1.6 0.0009
O -0.913 2.813 3.626 1.7 -0.4 2.6 0.0002
P 0.537 2.801 4.421 -0.9 -0.6 -2.3 0.0000
O 1.589 3.580 3.708 -1.0 -1.4 0.9 0.0002
O 0.208 3.358 5.872 0.0 -1.0 -0.8 0.0000
C -0.329 4.671 5.910 -0.1 0.7 1.2 0.0000
O 0.774 1.176 4.641 0.4 3.3 -0.4 0.0000
C 0.012 0.482 5.563 -2.0 -1.7 1.4 0.0000
H -1.977 4.035 2.342 -0.1 -0.2 0.3 0.0001
H -1.197 2.612 1.607 -0.1 0.0 0.1 0.0002
H -0.236 3.997 2.080 0.0 0.0 0.0 0.0009
H -1.368 4.629 6.236 0.0 -0.1 -0.2 0.0000
H -0.246 5.263 4.998 0.2 -0.4 -0.1 0.0000
H 0.244 5.141 6.709 -0.1 0.4 -0.2 0.0000
H -0.793 -0.113 5.131 0.6 -0.6 -1.1 0.0000
H -0.692 0.969 6.237 0.8 1.5 0.2 0.0000
H 0.633 -0.155 6.193 0.2 0.0 -0.2 0.0000
C 6.089 -0.881 0.588 -0.1 -2.6 1.3 0.0005
O 5.561 -0.073 -0.432 -0.1 0.8 -0.2 0.0024
P 4.004 0.223 -0.638 -2.0 -0.9 1.2 0.0093
O 3.723 1.200 -1.733 0.3 -1.1 0.5 0.0775
O 3.332 -1.316 -0.870 1.5 3.9 1.0 0.0051
C 3.711 -1.983 -2.049 -0.1 -2.2 -0.6 0.0168
O 3.541 0.705 0.856 1.1 -1.6 -2.3 0.0017
C 2.437 1.539 1.200 -0.8 1.1 0.7 0.0014
H 6.899 -1.550 0.299 0.4 0.7 -1.1 0.0001
H 5.406 -1.666 0.911 -0.8 0.2 -0.2 0.0001
H 6.420 -0.502 1.555 -0.2 1.4 -0.4 0.0000
H 2.794 -2.285 -2.554 0.1 0.3 -0.2 0.0036
H 4.195 -2.909 -1.740 -0.1 -0.3 0.2 0.0006
H 4.442 -1.612 -2.767 -0.3 1.2 0.3 0.0091
H 1.561 1.015 1.584 0.1 -0.7 -0.7 0.0000
H 2.125 2.223 0.411 0.1 -0.3 -0.2 0.0012
H 2.720 2.125 2.074 0.5 0.1 -0.2 0.0001

=====

Record 2
8
Properties=species:S:1:pos:R:3:forces:R:3:lowdin_charge:R:1 method="wB97M-V/def2-TZVPD" total_charge=0 e_above_lowest_ev=1.070 total_energy_ha=-1029.43468 homo_lumo_gap_ev=10.084
C -1.156 0.612 0.727 -0.6 0.2 0.2 -0.2958
C -0.105 0.123 0.179 0.9 -0.3 -0.4 0.0532
O -2.139 1.025 1.207 0.5 0.2 0.4 -0.0240
O -3.711 1.070 -1.240 0.3 0.6 -1.0 -0.5157
P -4.101 0.606 0.073 -1.0 -0.2 0.6 0.4851
Cl -3.655 -1.420 0.097 0.1 -0.6 0.2 0.1412
H 0.538 0.725 -0.435 0.0 0.3 -0.1 0.0779
H 0.174 -0.898 0.356 -0.1 -0.3 0.2 0.0782

=====

Record 3
12
Properties=species:S:1:pos:R:3:forces:R:3:lowdin_charge:R:1 method="wB97M-V/def2-TZVPD" total_charge=-1 e_above_lowest_ev=1.752 total_energy_ha=-774.50621 homo_lumo_gap_ev=8.655
C 1.214 1.628 0.894 -1.6 -3.0 -5.5 -0.0827
N -0.044 -1.531 0.934 1.5 -1.3 3.3 -0.0254
N 0.357 -1.287 -0.156 0.5 0.6 -2.9 -0.1534
O -0.613 0.185 -2.136 0.4 0.6 0.2 -0.3646
O -2.015 -0.621 -0.266 -1.5 1.0 0.1 -0.4058
O -1.272 -2.162 -1.971 0.4 0.6 0.1 -0.3924
S -1.024 -0.894 -1.279 -0.3 -2.1 -0.5 0.3527
H 0.180 1.213 0.708 0.4 1.3 0.2 -0.0041
H 1.249 1.785 1.934 1.3 -0.2 1.0 -0.0201
H 1.409 2.432 0.170 -0.4 0.6 1.0 -0.0024
H 1.605 0.746 0.115 0.4 1.5 3.3 0.0717
H -1.046 -1.493 1.054 -1.1 0.4 -0.4 0.0266

=====

Record 4
17
Properties=species:S:1:pos:R:3:forces:R:3:lowdin_charge:R:1 method="wB97M-V/def2-TZVPD" total_charge=0 e_above_lowest_ev=0.830 total_energy_ha=-326.86048 homo_lumo_gap_ev=8.956 smiles="C=Cc1[nH]ccc1C"
C 1.856 0.259 -0.691 0.1 -0.7 -0.3 -0.0602
C 1.742 1.570 -0.339 -0.1 0.3 0.0 -0.1235
N 0.455 1.764 0.073 -0.4 -0.2 0.0 0.0525
C -0.247 0.578 0.007 0.0 0.3 -0.2 -0.2571
C 0.595 -0.380 -0.502 0.0 0.1 0.5 -0.2441
C 0.294 -1.840 -0.665 0.3 0.4 -0.4 -0.0502
C -2.077 -0.371 1.344 -0.2 -0.4 0.0 0.0118
C -1.622 0.543 0.502 -0.1 0.1 -0.1 -0.1231
H 2.720 -0.273 -1.061 0.2 0.3 0.1 0.1014
H 2.469 2.363 -0.287 0.0 0.0 -0.2 0.1057
H -0.023 2.631 0.241 0.3 0.2 0.2 0.1476
H 0.903 -2.404 0.043 -0.3 -0.2 0.1 0.0800
H -0.771 -2.013 -0.540 0.0 -0.2 0.2 0.0645
H 0.562 -2.199 -1.663 0.0 0.1 0.0 0.0749
H -1.436 -1.169 1.698 0.0 0.0 0.1 0.0652
H -3.114 -0.382 1.658 0.1 0.0 0.0 0.0541
H -2.305 1.327 0.182 0.1 0.1 -0.1 0.1003